Entry 1:
Entry from OMol25: 8 unconnected molecules or ions with the total composition C20H40Cl4O18 (the ωB97M-V functional and the def2-TZVPD basis).

Last column: Löwdin charge in e.
Atoms and positions in Å:
1 C 3.52 1.07 -1.77  -0.0254
2 O 2.82 1.43 -0.58  -0.0405
3 C 3.58 1.64 0.51  -0.6341
4 O 4.78 1.61 0.56  0.1474
5 O 2.74 2.01 1.48  -0.0594
6 C 3.30 2.58 2.65  -0.0488
7 H 4.43 1.66 -1.90  0.0962
8 H 2.83 1.27 -2.59  0.0949
9 H 3.76 0.01 -1.76  0.0983
10 H 2.50 2.62 3.38  0.0717
11 H 3.66 3.59 2.45  0.1017
12 H 4.13 1.98 3.03  0.0933
13 C 2.78 -7.79 2.26  -0.0497
14 O 2.16 -6.85 1.40  0.0071
15 C 2.92 -5.81 1.06  -0.6234
16 O 4.11 -5.71 1.24  0.1239
17 O 2.14 -4.92 0.47  0.0005
18 C 2.78 -3.67 0.15  -0.0319
19 H 3.70 -8.19 1.81  0.0971
20 H 2.10 -8.59 2.50  0.0895
21 H 3.17 -7.31 3.16  0.1002
22 H 2.02 -3.03 -0.28  0.0499
23 H 3.56 -3.87 -0.58  0.1019
24 H 3.23 -3.29 1.06  0.0612
25 C -1.84 -8.76 1.32  -0.0518
26 O -1.09 -7.56 1.33  0.0010
27 C -1.60 -6.56 0.61  -0.6166
28 O -2.54 -6.66 -0.13  0.1249
29 O -0.89 -5.47 0.85  0.0092
30 C -1.30 -4.30 0.15  -0.0515
31 H -2.76 -8.67 1.90  0.0990
32 H -1.19 -9.52 1.76  0.0914
33 H -2.09 -9.09 0.31  0.0958
34 H -2.39 -4.28 0.08  0.0961
35 H -0.86 -4.24 -0.85  0.1015
36 H -1.06 -3.41 0.73  0.0532
37 C -1.65 -0.03 -3.42  -0.0621
38 O -2.45 -0.62 -4.42  0.0149
39 C -1.88 -1.58 -5.15  -0.6203
40 O -0.73 -1.93 -5.08  0.1198
41 O -2.81 -2.07 -5.97  0.0059
42 C -2.30 -2.87 -7.05  -0.0300
43 H -1.09 0.84 -3.79  0.1010
44 H -0.90 -0.71 -3.01  0.0757
45 H -2.29 0.33 -2.62  0.0570
46 H -1.32 -2.52 -7.37  0.0935
47 H -3.00 -2.74 -7.87  0.0921
48 H -2.32 -3.92 -6.78  0.0963
49 C -4.60 3.30 -1.19  -0.0450
50 O -4.01 4.51 -1.66  -0.0016
51 C -3.71 5.42 -0.74  -0.6125
52 O -3.66 5.25 0.44  0.1373
53 O -3.51 6.57 -1.40  0.0033
54 C -3.01 7.71 -0.71  -0.0310
55 H -4.46 2.59 -2.01  0.0911
56 H -5.67 3.43 -1.03  0.1003
57 H -4.07 2.89 -0.34  0.0505
58 H -2.35 8.23 -1.40  0.0944
59 H -2.37 7.52 0.15  0.0827
60 H -3.85 8.34 -0.43  0.0971
61 C -0.53 7.72 3.60  -0.0475
62 O -0.81 6.80 2.56  0.0045
63 C 0.14 6.61 1.66  -0.6399
64 O 1.09 7.33 1.49  0.1209
65 O -0.13 5.53 0.95  0.0006
66 C 0.82 5.17 -0.06  -0.0108
67 H -0.90 8.71 3.31  0.0989
68 H 0.53 7.77 3.83  0.0958
69 H -1.10 7.42 4.48  0.0940
70 H 0.70 5.85 -0.90  0.1006
71 H 0.64 4.12 -0.27  0.0853
72 H 1.84 5.33 0.29  0.0919
73 C -0.18 0.70 0.65  -1.0012
74 Cl 0.17 -0.92 0.05  0.5769
75 Cl -1.73 1.36 0.09  0.5666
76 H -0.18 0.70 1.73  -0.0211
77 H 0.57 1.36 0.26  -0.0117
78 C 2.02 -0.75 4.39  -0.9904
79 Cl 2.72 -1.04 2.79  0.5814
80 Cl 0.70 0.41 4.36  0.5636
81 H 1.67 -1.68 4.81  0.0296
82 H 2.83 -0.38 5.01  0.0275

Summary:
Energy   -108333.0793 eV
Energy above the lowest of the compared OMol25 structures with the same formula, charge and spin   0.495 eV

Entry 2:
Entry from OMol25: a single C4H9NO2 molecule (the ωB97M-V functional and the def2-TZVPD basis).

Last column: Löwdin charge in e.
Atoms and positions in Å:
1 O 2.43 0.77 0.54  0.1118
2 C 1.58 0.92 -0.33  -0.3890
3 O 1.52 2.13 -1.08  0.0293
4 C 0.25 0.09 -0.55  -0.3122
5 C -0.53 0.06 0.74  -0.2525
6 C -1.97 -0.44 0.79  -0.0935
7 N 0.48 -1.35 -0.73  0.0432
8 H 1.83 1.73 -1.93  0.1202
9 H -0.28 0.50 -1.40  0.1442
10 H -0.36 1.06 1.14  0.1206
11 H -0.01 -0.53 1.42  0.0862
12 H -2.83 0.38 0.64  0.1189
13 H -2.05 -1.35 0.17  0.0751
14 H -2.11 -0.77 1.79  0.0455
15 H 0.84 -1.80 0.16  0.1138
16 H 1.22 -1.38 -1.35  0.0383

Summary:
Energy   -9877.8201 eV
Energy above the lowest of the compared OMol25 structures with the same formula, charge and spin   2.241 eV

Entry 3:
Entry from OMol25: a single C2H2N4O2 molecule (the ωB97M-V functional and the def2-TZVPD basis).

Last column: Löwdin charge in e.
Atoms and positions in Å:
1 C 1.00 0.05 0.07  -0.5103
2 C -1.13 0.05 0.01  -0.5847
3 H 2.15 -1.40 -0.17  0.1169
4 H -1.89 -1.62 0.02  0.0532
5 N -0.02 -0.70 -0.04  0.1938
6 N -2.18 -0.65 0.08  0.1646
7 N -1.19 1.38 -0.04  0.1534
8 N -0.09 2.04 -0.04  0.1582
9 O 2.24 -0.47 -0.01  0.1588
10 O 1.11 1.31 0.12  0.0961

Summary:
Energy   -12158.2177 eV
Energy above the lowest of the compared OMol25 structures with the same formula, charge and spin   4.530 eV

Entry 4:
Entry from OMol25: 2 unconnected molecules or ions with the total composition H6N2 (the ωB97M-V functional and the def2-TZVPD basis).

Last column: Löwdin charge in e.
Atoms and positions in Å:
1 N 0.61 -0.80 0.85  -0.0136
2 H 0.05 -0.93 -0.01  -0.0056
3 H 0.98 -1.71 1.10  0.0266
4 H 1.41 -0.21 0.59  0.0295
5 N -1.05 0.94 -0.65  -0.0138
6 H -0.66 0.57 -1.52  0.0116
7 H -0.77 0.30 0.10  -0.0508
8 H -0.57 1.83 -0.47  0.0161

Summary:
Energy   -3077.3197 eV
Energy above the lowest of the compared OMol25 structures with the same formula, charge and spin   0.403 eV

Entry 5:
Entry from OMol25: 2 unconnected molecules or ions with the total composition CH2FNO3 (the ωB97M-V functional and the def2-TZVPD basis).

Last column: Löwdin charge in e.
Atoms and positions in Å:
1 C 1.81 -0.16 -0.02  -0.6304
2 N 0.99 0.72 0.56  0.1726
3 O 1.17 0.59 -0.89  0.1172
4 O 2.69 -0.87 0.15  0.2158
5 O -1.80 -0.16 -0.11  -0.0099
6 F -2.77 -1.13 -0.04  -0.0855
7 H -2.20 0.57 -0.63  0.1245
8 H 0.11 0.44 0.98  0.0956

Summary:
Energy   -11412.7449 eV
Energy above the lowest of the compared OMol25 structures with the same formula, charge and spin   0.191 eV

Entry 6:
Entry from OMol25: a molecular structure, C44H79Cl33N3 (the ωB97M-V functional and the def2-TZVPD basis).

Last column: Löwdin charge in e.
Atoms and positions in Å:
1 C -1.71 2.82 3.72  -0.0922
2 C -3.06 2.18 3.04  -0.3736
3 N -3.59 0.99 3.48  0.0806
4 C -3.81 2.92 1.76  -0.0900
5 C -2.74 2.76 0.48  -0.1821
6 C -2.51 1.14 0.36  0.1224
7 N -2.72 0.67 -0.94  0.0708
8 C -3.07 1.74 -1.99  -0.1662
9 C -1.60 2.00 -2.67  -0.1094
10 C -1.04 3.39 -3.30  -0.0261
11 C 0.44 3.45 -3.92  -0.1225
12 N 1.52 2.43 -4.01  -0.0017
13 C 0.96 1.18 -3.42  -0.2779
14 C -0.47 0.84 -2.79  -0.1839
15 C -3.63 2.91 -0.93  -0.5540
16 Cl -3.96 4.61 -1.58  0.5756
17 H -1.05 3.28 2.85  0.0674
18 H -1.09 1.91 4.16  0.0459
19 H -2.03 3.60 4.53  0.0647
20 H -2.99 0.64 4.27  0.0423
21 H -4.75 2.27 1.45  0.1337
22 H -4.10 4.03 1.96  0.1401
23 H -1.82 3.48 0.45  0.1706
24 H -2.21 0.32 1.14  0.1753
25 H -2.60 -0.37 -1.08  0.0515
26 H -3.90 1.35 -2.74  0.1860
27 H -1.72 4.35 -3.31  0.0684
28 H 0.75 4.50 -4.40  0.1162
29 H 1.74 0.27 -3.43  0.0827
30 H -0.71 -0.25 -2.41  0.0513
31 H -4.72 2.51 -0.71  0.1151
32 Cl -4.37 3.01 5.90  0.5992
33 C -4.65 4.32 7.07  -0.6707
34 C -3.52 4.44 8.08  -0.6425
35 Cl -3.46 3.05 9.19  0.5682
36 H -5.61 4.14 7.57  0.0286
37 H -4.73 5.25 6.50  0.0264
38 H -3.66 5.33 8.70  0.0770
39 H -2.54 4.52 7.59  0.0679
40 Cl -1.73 -2.54 -1.03  0.5907
41 C -1.91 -3.89 -2.18  -0.6099
42 C -2.06 -3.41 -3.62  -0.6970
43 Cl -3.60 -2.57 -3.89  0.5267
44 H -2.77 -4.49 -1.87  0.0813
45 H -1.01 -4.51 -2.09  0.0785
46 H -2.03 -4.26 -4.30  0.0800
47 H -1.25 -2.73 -3.89  -0.0469
48 Cl -4.24 -1.53 6.48  0.5538
49 C -5.43 -1.49 5.15  -0.6743
50 C -6.36 -2.69 5.18  -0.6717
51 Cl -5.51 -4.21 4.77  0.5404
52 H -4.88 -1.42 4.21  0.0502
53 H -6.01 -0.57 5.28  0.0426
54 H -7.15 -2.56 4.43  0.0747
55 H -6.83 -2.82 6.16  0.0645
56 Cl -8.48 0.03 6.91  0.5659
57 C -7.72 1.54 7.48  -0.7071
58 C -6.80 1.30 8.67  -0.6740
59 Cl -7.71 0.86 10.14  0.5562
60 H -8.51 2.25 7.71  -0.0237
61 H -7.14 1.93 6.64  0.0431
62 H -6.26 2.22 8.91  0.0254
63 H -6.07 0.51 8.47  0.0585
64 Cl -0.13 -3.95 5.73  0.5141
65 C -1.34 -3.89 7.03  -0.6739
66 C -0.74 -4.24 8.39  -0.6626
67 Cl -0.27 -5.95 8.49  0.5388
68 H -2.16 -4.57 6.76  0.0690
69 H -1.74 -2.87 7.05  0.0264
70 H -1.48 -4.07 9.17  0.0737
71 H 0.14 -3.63 8.61  0.0695
72 Cl 0.69 -0.30 5.66  0.5340
73 C 2.05 -0.42 4.53  -0.6445
74 C 2.68 0.94 4.25  -0.6567
75 Cl 1.60 2.00 3.31  0.5682
76 H 1.69 -0.89 3.61  0.0718
77 H 2.79 -1.08 4.98  0.0821
78 H 3.59 0.81 3.65  0.0400
79 H 2.95 1.46 5.17  0.0691
80 Cl 1.10 -2.35 -3.63  0.6474
81 C 2.46 -3.49 -3.47  -0.6131
82 C 3.67 -3.06 -4.29  -0.6486
83 Cl 3.37 -3.18 -6.04  0.5529
84 H 2.11 -4.48 -3.77  0.0709
85 H 2.72 -3.53 -2.41  0.0826
86 H 4.52 -3.70 -4.06  0.0266
87 H 3.95 -2.03 -4.06  0.0750
88 Cl -2.21 -2.12 -6.47  0.5965
89 C -1.66 -0.66 -7.34  -0.6404
90 C -0.33 -0.15 -6.83  -0.6417
91 Cl -0.44 0.51 -5.18  0.7852
92 H -2.45 0.10 -7.25  0.0741
93 H -1.58 -0.93 -8.40  0.0513
94 H 0.03 0.66 -7.47  0.0826
95 H 0.43 -0.94 -6.83  -0.0416
96 Cl 0.93 -2.04 -8.57  0.6634
97 C 2.30 -2.15 -9.70  -0.6103
98 C 2.93 -0.80 -9.98  -0.6697
99 Cl 1.85 0.26 -10.92  0.5263
100 H 1.94 -2.63 -10.62  0.0755
101 H 3.04 -2.82 -9.25  0.0629
102 H 3.84 -0.93 -10.58  0.0807
103 H 3.20 -0.28 -9.06  0.0343
104 Cl -6.86 5.82 4.96  0.5705
105 C -8.46 6.33 5.56  -0.6379
106 C -8.55 6.26 7.08  -0.6260
107 Cl -8.52 4.59 7.68  0.6383
108 H -9.21 5.70 5.08  0.0746
109 H -8.61 7.36 5.22  0.0765
110 H -9.49 6.71 7.41  0.0784
111 H -7.73 6.81 7.56  0.0741
112 Cl 5.29 2.26 1.73  0.5613
113 C 5.01 3.57 2.91  -0.6506
114 C 6.14 3.69 3.92  -0.6305
115 Cl 6.20 2.29 5.03  0.5836
116 H 4.05 3.39 3.40  0.0251
117 H 4.93 4.50 2.33  0.0780
118 H 6.00 4.58 4.53  0.0764
119 H 7.11 3.77 3.42  0.0732
120 Cl 3.82 2.43 -9.24  0.5519
121 C 2.96 3.99 -9.36  -0.6499
122 C 3.43 4.81 -10.55  -0.6639
123 Cl 5.10 5.40 -10.35  0.5403
124 H 3.11 4.53 -8.42  0.0697
125 H 1.90 3.76 -9.46  0.0708
126 H 2.79 5.69 -10.67  0.0729
127 H 3.38 4.23 -11.48  0.0714
128 Cl 10.48 0.38 3.66  0.5228
129 C 9.21 0.33 2.41  -0.6699
130 C 7.90 -0.22 2.94  -0.6864
131 Cl 8.00 -1.96 3.33  0.5309
132 H 9.59 -0.27 1.57  0.0310
133 H 9.07 1.35 2.06  0.0689
134 H 7.12 -0.12 2.19  0.0433
135 H 7.57 0.31 3.84  0.0064
136 Cl 3.90 -8.59 -4.17  0.5488
137 C 4.44 -7.13 -5.04  -0.6679
138 C 5.78 -6.62 -4.53  -0.6502
139 Cl 5.66 -5.96 -2.87  0.5521
140 H 3.66 -6.37 -4.94  0.0446
141 H 4.52 -7.40 -6.09  0.0774
142 H 6.14 -5.81 -5.16  0.0717
143 H 6.53 -7.41 -4.52  0.0736
144 Cl -6.08 -5.75 -8.58  0.5414
145 C -6.36 -4.44 -7.40  -0.6617
146 C -5.23 -4.32 -6.39  -0.7056
147 Cl -5.17 -5.71 -5.28  0.5332
148 H -7.32 -4.62 -6.91  0.0709
149 H -6.44 -3.51 -7.98  0.0726
150 H -5.37 -3.43 -5.78  0.0231
151 H -4.26 -4.24 -6.89  0.0408
152 Cl 11.32 -2.68 2.22  0.5393
153 C 12.68 -2.79 1.09  -0.6531
154 C 13.31 -1.44 0.81  -0.6548
155 Cl 12.23 -0.37 -0.13  0.5379
156 H 12.32 -3.26 0.17  0.0691
157 H 13.42 -3.46 1.54  0.0733
158 H 14.22 -1.56 0.21  0.0725
159 H 13.58 -0.92 1.73  0.0715

Summary:
Charge   +1
Energy   -464607.0264 eV